A cluster of 11 separate species, C79H157N7O15 in total, computed with ωB97M-V with the def2-TZVPD basis set.

Last column: Löwdin charge in e.
Atoms and positions in Å:
C -4.18 6.86 -4.21  -0.03
C -4.72 5.90 -3.10  -0.46
C -4.35 4.54 -3.64  -0.17
C -4.34 3.33 -2.70  -0.18
C -3.62 3.70 -1.42  -0.13
C -4.00 5.09 -0.78  -0.45
N -4.03 6.14 -1.81  -0.08
O -4.31 7.43 -1.25  -0.01
C -5.32 4.91 0.04  -0.02
C -2.87 5.29 0.23  -0.05
C -6.28 5.92 -3.05  -0.03
H -4.27 6.54 -5.25  0.08
H -3.13 7.09 -4.00  0.07
H -4.68 7.83 -4.18  0.07
H -5.02 4.13 -4.39  0.13
H -3.40 4.53 -4.17  0.08
H -4.12 2.37 -3.17  0.11
H -5.39 3.17 -2.46  0.10
H -2.54 3.61 -1.55  0.10
H -3.93 2.90 -0.75  0.11
H -5.48 3.98 0.58  0.06
H -5.37 5.69 0.79  0.08
H -6.22 4.87 -0.57  0.06
H -1.83 5.25 -0.12  0.08
H -3.12 6.13 0.87  0.08
H -2.77 4.45 0.93  0.06
H -6.71 4.98 -2.70  0.07
H -6.70 6.16 -4.03  0.08
H -6.64 6.74 -2.43  0.08
H -3.51 7.95 -1.33  0.10
C -0.90 3.22 -4.99  -0.01
C -0.34 4.36 -5.89  -0.49
C 1.13 4.62 -5.56  -0.14
C 2.00 3.47 -6.04  -0.19
C 1.84 3.42 -7.56  -0.13
C 0.41 3.37 -8.10  -0.47
N -0.57 4.09 -7.32  -0.12
O -1.91 3.99 -7.76  0.01
C 0.35 3.99 -9.55  -0.03
C 0.04 1.83 -8.28  -0.02
C -1.03 5.70 -5.56  -0.04
H -1.97 3.07 -5.14  0.07
H -0.78 3.49 -3.94  0.08
H -0.42 2.26 -5.18  0.06
H 1.53 5.53 -6.00  0.13
H 1.19 4.61 -4.47  0.11
H 1.92 2.50 -5.56  0.09
H 3.04 3.62 -5.75  0.11
H 2.40 2.51 -7.81  0.10
H 2.50 4.15 -8.04  0.12
H 0.65 5.03 -9.38  0.08
H 1.00 3.52 -10.29  0.07
H -0.64 3.99 -10.00  0.07
H -1.04 1.70 -8.35  0.06
H 0.58 1.56 -9.18  0.08
H 0.32 1.22 -7.42  0.07
H -2.11 5.56 -5.53  0.04
H -0.84 6.49 -6.29  0.09
H -0.66 6.05 -4.59  0.09
H -2.13 3.11 -7.45  0.07
C -6.25 -0.28 4.66  -0.05
C -4.97 0.43 4.23  -0.45
C -5.51 1.73 3.44  -0.10
C -4.38 2.71 3.22  -0.21
C -3.63 3.11 4.50  -0.11
C -3.06 1.87 5.29  -0.44
N -4.07 0.76 5.37  -0.16
O -3.67 -0.31 6.08  -0.01
C -1.84 1.40 4.49  -0.04
C -2.65 2.20 6.78  -0.02
C -4.21 -0.48 3.24  -0.03
H -5.97 -1.11 5.31  0.07
H -6.92 -0.75 3.95  0.09
H -6.81 0.38 5.33  0.08
H -5.91 1.44 2.47  0.12
H -6.21 2.21 4.13  0.11
H -4.81 3.68 2.95  0.10
H -3.72 2.47 2.38  0.10
H -4.25 3.61 5.24  0.12
H -2.85 3.81 4.20  0.12
H -0.96 1.94 4.84  0.08
H -1.59 0.35 4.64  0.06
H -1.96 1.44 3.41  0.05
H -1.81 1.62 7.16  0.07
H -2.36 3.25 6.83  0.08
H -3.53 2.14 7.42  0.08
H -3.44 0.06 2.70  0.05
H -4.80 -1.01 2.49  0.07
H -3.73 -1.32 3.74  0.07
H -4.06 -0.07 6.92  0.11
C 1.70 -0.87 6.46  -0.03
C 1.05 -2.21 6.79  -0.50
C -0.43 -2.38 6.25  -0.11
C -0.49 -2.55 4.72  -0.19
C 0.21 -3.84 4.33  -0.14
C 1.65 -3.91 4.89  -0.42
N 1.81 -3.37 6.28  -0.13
O 3.05 -3.60 6.85  0.00
C 1.91 -5.51 4.91  -0.01
C 2.58 -3.14 3.97  -0.03
C 0.87 -2.22 8.26  -0.07
H 1.85 -0.78 5.38  0.06
H 2.65 -0.81 7.00  0.09
H 1.04 -0.04 6.73  0.08
H -1.06 -3.16 6.66  0.12
H -0.99 -1.46 6.39  0.10
H -0.14 -1.63 4.26  0.09
H -1.57 -2.64 4.58  0.10
H 0.32 -3.89 3.25  0.11
H -0.39 -4.71 4.61  0.11
H 2.77 -5.84 5.49  0.07
H 1.10 -6.16 5.23  0.07
H 2.26 -5.84 3.93  0.05
H 2.22 -2.12 3.79  0.06
H 3.55 -3.01 4.46  0.09
H 2.73 -3.58 2.98  0.07
H 1.84 -2.05 8.73  0.08
H 0.41 -3.05 8.78  0.09
H 0.28 -1.37 8.60  0.09
H 2.81 -4.18 7.57  0.10
C 3.84 4.93 2.75  -0.04
C 4.12 4.01 3.98  -0.49
C 2.78 3.30 4.26  -0.12
C 2.92 2.23 5.35  -0.18
C 3.94 1.25 4.90  -0.13
C 5.39 1.78 4.47  -0.45
N 5.20 3.04 3.66  -0.13
O 6.36 3.67 3.19  -0.01
C 6.26 2.01 5.70  -0.03
C 6.03 0.91 3.37  -0.02
C 4.58 4.94 5.09  -0.04
H 3.65 4.43 1.80  0.07
H 4.58 5.71 2.59  0.08
H 2.90 5.44 2.96  0.08
H 2.01 4.01 4.57  0.12
H 2.32 2.90 3.35  0.10
H 1.98 1.73 5.61  0.09
H 3.26 2.75 6.24  0.11
H 3.46 0.56 4.21  0.09
H 4.26 0.56 5.68  0.10
H 5.66 2.58 6.41  0.07
H 6.43 1.06 6.21  0.08
H 7.24 2.49 5.58  0.08
H 6.99 1.22 2.96  0.09
H 6.28 0.09 4.04  0.07
H 5.26 0.48 2.73  0.07
H 3.84 5.73 5.19  0.09
H 5.49 5.54 5.01  0.09
H 4.56 4.44 6.06  0.07
H 6.84 4.05 3.93  0.08
C 4.64 -4.40 -2.96  -0.01
C 3.35 -5.22 -2.57  -0.42
C 3.43 -6.66 -3.17  -0.15
C 4.40 -7.56 -2.44  -0.21
C 4.07 -7.68 -0.97  -0.12
C 3.89 -6.27 -0.30  -0.48
N 3.08 -5.35 -1.11  -0.13
O 2.73 -4.17 -0.51  -0.01
C 3.19 -6.48 1.08  -0.02
C 5.27 -5.70 -0.05  -0.04
C 2.11 -4.62 -3.39  -0.02
H 4.69 -3.70 -2.12  0.06
H 4.48 -3.90 -3.91  0.07
H 5.62 -4.89 -3.01  0.07
H 2.41 -7.04 -3.11  0.11
H 3.67 -6.62 -4.23  0.13
H 5.42 -7.24 -2.66  0.11
H 4.26 -8.54 -2.92  0.11
H 4.96 -8.20 -0.62  0.12
H 3.16 -8.27 -0.91  0.12
H 2.15 -6.78 0.95  0.07
H 3.75 -7.17 1.71  0.09
H 3.20 -5.55 1.66  0.05
H 5.26 -4.69 0.36  0.09
H 5.83 -6.30 0.66  0.09
H 5.88 -5.69 -0.96  0.07
H 2.33 -4.20 -4.37  0.08
H 1.72 -3.78 -2.81  0.05
H 1.26 -5.30 -3.40  0.06
H 3.55 -3.69 -0.58  0.07
C -0.07 -1.88 -0.97  -0.03
C 0.10 -0.69 0.00  -0.41
C 1.49 -1.01 0.69  -0.12
C 2.12 0.21 1.39  -0.16
C 2.20 1.48 0.47  -0.09
C 0.83 1.83 -0.20  -0.53
N 0.24 0.61 -0.75  -0.06
O -0.91 0.85 -1.59  -0.02
C -0.12 2.41 0.83  -0.03
C 1.09 2.90 -1.24  -0.03
C -1.01 -0.77 1.12  -0.01
H 0.60 -1.85 -1.84  0.07
H -1.10 -1.83 -1.32  0.07
H 0.09 -2.82 -0.44  0.07
H 1.44 -1.72 1.51  0.10
H 2.20 -1.36 -0.05  0.10
H 3.13 0.02 1.76  0.09
H 1.62 0.44 2.32  0.09
H 2.99 1.40 -0.28  0.10
H 2.44 2.37 1.05  0.09
H -1.13 2.41 0.43  0.07
H -0.14 1.85 1.76  0.06
H 0.12 3.45 1.02  0.09
H 1.59 2.43 -2.08  0.08
H 0.09 3.14 -1.60  0.06
H 1.57 3.78 -0.81  0.10
H -1.35 -1.80 1.15  0.07
H -1.90 -0.14 0.99  0.07
H -0.59 -0.59 2.11  0.05
H -0.58 0.77 -2.48  0.05
O 3.86 0.85 -6.43  0.09
C 3.91 0.39 -5.29  -0.44
O 4.90 0.56 -4.36  0.02
C 4.50 0.01 -3.04  -0.09
C 3.03 -0.46 -3.20  -0.15
C 2.87 -0.52 -4.68  -0.09
H 4.46 0.80 -2.29  0.11
H 5.19 -0.75 -2.68  0.12
H 2.34 0.22 -2.71  0.09
H 2.96 -1.38 -2.63  0.09
H 1.96 -0.13 -5.14  0.11
H 3.03 -1.51 -5.11  0.13
O -1.45 -5.29 -2.73  0.08
C -1.49 -5.87 -1.65  -0.45
O -2.51 -6.62 -1.23  0.04
C -2.29 -7.01 0.19  -0.13
C -1.24 -6.06 0.68  -0.19
C -0.38 -5.87 -0.55  -0.07
H -1.82 -7.97 0.39  0.13
H -3.15 -6.89 0.84  0.13
H -0.71 -6.39 1.57  0.12
H -1.81 -5.19 1.02  0.12
H 0.25 -6.73 -0.80  0.13
H 0.21 -4.96 -0.61  0.09
O -7.81 -3.91 -0.89  0.13
C -6.77 -3.52 -1.33  -0.46
O -6.56 -3.49 -2.68  0.01
C -5.15 -3.38 -2.96  -0.12
C -4.62 -2.65 -1.68  -0.17
C -5.51 -3.11 -0.59  -0.09
H -5.01 -2.84 -3.89  0.11
H -4.78 -4.41 -2.99  0.13
H -4.62 -1.56 -1.71  0.12
H -3.58 -2.85 -1.41  0.10
H -5.68 -2.34 0.16  0.12
H -5.00 -3.95 -0.11  0.13
O -0.87 -0.21 -4.31  0.10
C -0.96 -1.38 -4.60  -0.46
O -0.21 -2.03 -5.53  0.03
C -0.85 -3.28 -5.79  -0.13
C -2.34 -2.99 -5.43  -0.14
C -2.15 -2.20 -4.16  -0.09
H -0.41 -4.08 -5.20  0.12
H -0.83 -3.42 -6.87  0.13
H -2.95 -3.89 -5.34  0.12
H -2.73 -2.39 -6.25  0.12
H -1.85 -2.83 -3.32  0.10
H -2.99 -1.58 -3.86  0.12

Computed properties:
- DFT total energy: -125600.18689 eV
- Max |F|: 0.1043 Eh/bohr
- ΔE to the lowest compared entry with this formula, charge and spin: 49.4 kcal/mol
- SMILES string: CC1(C)CCCC(C)(C)N1O.CC1(C)CCCC(C)(C)N1O.CC1(C)CCCC(C)(C)N1O.CC1(C)CCCC(C)(C)N1O.CC1(C)CCCC(C)(C)N1O.CC1(C)CCCC(C)(C)N1O.CC1(C)CCCC(C)(C)N1O.O=C1CCCO1.O=C1CCCO1.O=C1CCCO1.O=C1CCCO1
- Molar mass: 1445.2 g mol⁻¹
- Orbital gap: 7.740 eV
- LUMO: 0.14 eV

---

An isolated molecule of CH4IOP, computed with ωB97M-V with the def2-TZVPD basis set.

Last column: Löwdin charge in e.
Atoms and positions in Å:
C 0.60 0.04 -0.06  -0.72
O 0.36 1.06 -0.90  -0.20
P -0.70 -1.22 -0.41  0.46
I -2.67 0.12 0.26  0.28
H 0.51 0.19 0.98  0.04
H 1.52 -0.49 -0.36  0.08
H 0.84 1.87 -0.47  0.16
H -0.45 -1.57 0.97  -0.11

Computed properties:
- DFT total energy: -20537.93382 eV
- Max |F|: 0.1029 Eh/bohr
- ΔE to the lowest compared entry with this formula, charge and spin: 17.1 kcal/mol
- SMILES string: OCPI
- Molar mass: 189.9 g mol⁻¹
- Orbital gap: 9.255 eV
- LUMO: 0.10 eV